## P
C3H5N4O | the ωB97M-V functional and the def2-TZVPD basis

Each line ends with the Löwdin charge.
Cartesian coordinates (Å):
C -2.584 -0.873 -0.309  -0.01
C -1.638 0.188 -0.053  -0.23
C -0.235 0.176 0.019  -0.02
N -3.761 -0.334 -0.302  0.13
N -2.358 1.296 0.078  0.16
N 0.632 -0.746 0.161  0.25
N 0.629 1.941 -0.060  0.16
O -3.602 0.962 -0.053  0.02
H -2.433 -1.914 -0.505  0.13
H 0.383 -1.725 0.302  0.17
H 1.621 -0.503 0.194  0.16
H -0.168 2.572 -0.031  0.03
H 1.039 1.932 -0.987  0.04

Gap between HOMO and LUMO, eV: 9.557
E_LUMO, eV: -6.01
Total charge: +1



## Q
C3H5N4O | the ωB97M-V functional and the def2-TZVPD basis

Each line ends with the Löwdin charge.
Cartesian coordinates (Å):
C 2.708 0.878 1.646  0.19
C -0.421 -0.940 0.704  -0.10
C -1.142 -0.516 -0.467  -0.35
N 2.169 1.440 0.795  -0.17
N 0.236 -1.132 1.604  0.26
N -1.931 -1.439 -1.037  0.22
N -0.785 0.617 -0.975  0.23
O 1.378 2.036 0.110  -0.03
H 3.501 0.341 2.179  0.12
H -1.921 -2.350 -0.546  0.16
H -2.498 -1.328 -1.879  0.16
H -0.020 1.206 -0.424  0.13
H -1.273 1.186 -1.710  0.19

Gap between HOMO and LUMO, eV: 9.219
E_LUMO, eV: -4.98
Total charge: +1



Tell me which of them is the most stable. Sure, it is Q.



## P
C3H12NO2 | the ωB97M-V functional and the def2-TZVPD basis

Each line ends with the Löwdin charge.
Cartesian coordinates (Å):
C 0.355 0.043 1.643  0.02
C -0.339 -0.153 0.417  0.06
C -1.326 -1.142 0.316  0.12
N -2.036 -1.359 -0.950  0.24
H 0.587 -0.848 2.329  0.19
H 1.161 0.768 1.408  0.10
H -0.243 0.538 2.488  0.20
H -0.024 0.303 -0.508  0.13
H -1.785 -1.586 1.178  0.17
H -2.923 -0.792 -1.157  0.24
H -1.523 -1.346 -1.839  0.17
H -2.413 -2.331 -0.972  0.21
H -0.727 1.539 -3.325  0.07
H 0.579 0.711 -3.293  0.06
O -0.325 0.731 -2.960  -0.06
H 3.336 1.886 2.406  0.05
H 4.199 1.216 1.370  0.06
O 3.447 1.820 1.448  -0.05

Gap between HOMO and LUMO (spin up / spin down), eV: 7.523 / 3.640
E_LUMO (spin up / spin down), eV: -9.97 / -13.67
Multiplicity: 2
Total charge: +2
<S²>: 0.7597



## Q
C3H12NO2 | the ωB97M-V functional and the def2-TZVPD basis

Each line ends with the Löwdin charge.
Cartesian coordinates (Å):
O -0.164 1.483 -1.632  0.29
C 1.157 1.147 -1.343  -0.06
C 1.148 -0.139 -0.471  -0.03
N 0.326 -0.088 0.811  0.02
C 0.119 -1.520 1.333  0.05
H -0.551 1.242 -2.515  0.23
H 1.830 1.117 -2.192  0.17
H 1.426 2.025 -0.727  0.19
H 2.135 -0.449 -0.080  0.18
H 0.792 -0.987 -1.072  0.15
H -0.639 0.226 0.510  0.12
H 0.715 0.543 1.508  0.19
H -0.051 -2.093 0.426  0.11
H -0.737 -1.546 2.006  0.12
H 0.977 -1.819 1.947  0.12
H -2.980 1.066 0.777  0.08
H -2.997 -0.498 0.234  0.08
O -2.507 0.290 0.480  -0.02

Gap between HOMO and LUMO (spin up / spin down), eV: 12.318 / 5.151
E_LUMO (spin up / spin down), eV: -7.65 / -14.76
Multiplicity: 2
Total charge: +2
<S²>: 0.7543



Tell me which of them is the most stable. Sure, it is Q.



## P
C4H12O2 | the ωB97M-V functional and the def2-TZVPD basis

Each line ends with the Löwdin charge.
Cartesian coordinates (Å):
O 0.366 -0.392 -0.528  -0.22
C 0.467 -0.737 -1.993  -0.04
C 0.912 0.933 2.091  -0.12
C 0.031 0.937 -0.296  -0.30
C -0.328 1.010 1.146  -0.24
H 1.335 -0.446 -2.607  0.09
H -0.445 -0.324 -2.454  0.09
H 0.392 -1.838 -1.989  0.08
H 0.645 1.015 3.158  0.07
H 1.538 1.799 1.818  0.07
H 1.502 0.013 1.945  0.07
H -0.903 1.281 -0.781  0.13
H 0.834 1.648 -0.570  0.13
H -0.831 0.149 1.627  0.12
H -0.911 1.919 1.391  0.12
O -1.821 -2.292 -0.374  -0.09
H -1.783 -2.918 -1.132  0.05
H -1.000 -1.756 -0.453  -0.01

Gap between HOMO and LUMO, eV: 11.257
E_LUMO, eV: 0.88



## Q
C4H12O2 | the ωB97M-V functional and the def2-TZVPD basis

Each line ends with the Löwdin charge.
Cartesian coordinates (Å):
C -1.393 -1.003 2.548  -0.33
O -0.020 -1.281 2.279  -0.09
C -1.584 -0.849 4.045  -0.09
H -2.007 -1.804 2.141  0.10
H -1.691 -0.071 2.077  0.10
H 0.129 -1.121 1.340  0.08
H -1.857 -1.731 4.597  0.06
H -2.375 -0.111 4.208  0.07
H -0.675 -0.380 4.412  0.08
C 1.715 0.448 -2.880  -0.31
O 2.577 1.383 -2.263  -0.08
C 0.388 1.077 -3.344  -0.08
H 1.469 -0.281 -2.117  0.10
H 2.211 0.015 -3.747  0.11
H 2.947 1.964 -2.932  0.08
H -0.463 0.615 -2.857  0.06
H 0.238 0.991 -4.411  0.06
H 0.391 2.138 -3.093  0.07

Gap between HOMO and LUMO, eV: 10.903
E_LUMO, eV: 0.66



Tell me which of them is the most stable. Sure, it is Q.



## P
C4H12O2 | the ωB97M-V functional and the def2-TZVPD basis

Each line ends with the Löwdin charge.
Cartesian coordinates (Å):
C 0.091 -1.334 0.545  -0.17
C -0.618 -0.326 -0.011  -0.18
C -1.393 -0.623 -1.268  -0.12
C 1.041 -0.945 1.661  -0.11
H 0.140 -2.340 0.153  0.10
H -0.512 0.601 0.524  0.07
H -1.741 0.297 -1.747  0.07
H -0.828 -1.229 -1.970  0.06
H -2.330 -1.148 -1.065  0.07
H 0.839 0.012 2.130  0.06
H 2.037 -0.971 1.208  0.07
H 1.051 -1.675 2.479  0.06
H -0.613 3.353 1.765  0.05
H -1.703 3.465 0.696  0.03
O -0.851 3.072 0.858  -0.06
H 1.937 0.663 -1.858  0.06
H 1.272 -0.583 -2.123  0.00
O 2.180 -0.289 -1.977  -0.07

Gap between HOMO and LUMO, eV: 9.482
E_LUMO, eV: 0.64



## Q
C4H12O2 | the ωB97M-V functional and the def2-TZVPD basis

Each line ends with the Löwdin charge.
Cartesian coordinates (Å):
O -10.228 6.596 2.952  -0.09
C -11.030 8.749 3.763  -0.07
C -10.475 7.396 4.132  -0.32
H -10.489 7.094 2.148  0.12
H -11.751 8.677 2.931  0.08
H -10.221 9.438 3.468  0.08
H -11.547 9.168 4.642  0.09
H -9.507 7.444 4.665  0.09
H -11.154 6.752 4.724  0.12
O -10.058 4.988 4.737  -0.11
C -9.033 4.798 6.902  -0.08
C -9.406 5.766 5.790  -0.34
H -10.029 5.512 3.909  -0.01
H -8.592 5.333 7.760  0.07
H -8.346 3.989 6.600  0.08
H -9.988 4.348 7.221  0.08
H -10.075 6.579 6.132  0.10
H -8.517 6.234 5.326  0.12

Gap between HOMO and LUMO, eV: 10.523
E_LUMO, eV: 0.74



Tell me which of them is the most stable. Sure, it is P.



## P
C4H7OP | the ωB97M-V functional and the def2-TZVPD basis

Each line ends with the Löwdin charge.
Cartesian coordinates (Å):
C 3.163 -1.497 0.894  0.02
C 2.483 -1.550 -0.095  -0.40
C -2.116 1.055 0.095  -0.10
C -0.879 1.498 0.110  -0.10
O 0.258 -0.853 -1.358  -0.35
P 1.507 -1.899 -1.516  0.79
H 3.613 -1.925 1.762  0.02
H -2.511 0.249 0.683  0.03
H -2.961 1.556 -0.525  0.08
H -0.482 2.269 -0.481  0.03
H -0.148 1.328 0.873  0.05
H -0.489 -1.346 -1.360  -0.04
H 2.271 -1.128 -2.471  -0.04

Gap between HOMO and LUMO, eV: 9.909
E_LUMO, eV: 0.67



## Q
C4H7OP | the ωB97M-V functional and the def2-TZVPD basis

Each line ends with the Löwdin charge.
Cartesian coordinates (Å):
C -0.839 0.536 -0.219  -0.26
C -0.672 -0.973 -0.093  -0.22
C 0.391 1.378 0.419  -0.38
C 0.773 -1.278 -0.337  -0.30
O 1.761 -0.890 0.578  -0.45
P 1.909 0.588 -0.328  0.99
H -1.009 0.999 -1.187  0.09
H -1.901 0.736 0.211  0.12
H -0.997 -1.221 0.963  0.14
H -1.244 -1.603 -0.708  0.09
H 0.261 2.431 0.210  0.06
H 0.491 1.439 1.436  0.02
H 1.077 -2.142 -0.944  0.10

Gap between HOMO and LUMO, eV: 8.495
E_LUMO, eV: 0.32



## R
C4H7OP | the ωB97M-V functional and the def2-TZVPD basis

Each line ends with the Löwdin charge.
Cartesian coordinates (Å):
C -0.936 0.650 0.179  -0.49
C -0.771 2.728 -0.551  -0.06
C -1.870 -0.429 -0.001  -0.26
C 1.810 -1.200 0.195  -0.25
O 0.411 2.873 -0.776  -0.15
P 0.644 0.238 0.577  0.94
H -2.395 0.022 -0.958  0.12
H -1.451 -1.426 -0.295  0.06
H -2.625 -0.614 0.766  0.07
H 2.330 -1.347 1.107  0.01
H 1.247 -1.991 -0.194  0.00
H 2.469 -1.057 -0.663  0.04
H 1.138 1.552 0.615  -0.04

Gap between HOMO and LUMO, eV: 7.719
E_LUMO, eV: -0.22



Tell me which of them is the most stable. Sure, it is Q.



## P
C11H13NO2 | the ωB97M-V functional and the def2-TZVPD basis

Each line ends with the Löwdin charge.
Cartesian coordinates (Å):
C -3.352 -0.597 3.156  -0.15
C -3.239 -0.137 0.758  -0.27
C -1.795 -0.442 0.482  -0.09
C -1.099 0.209 -0.455  -0.06
C 0.355 0.064 -0.722  -0.21
C 1.065 -1.020 -0.235  -0.04
C 2.442 -1.193 -0.483  0.02
C 3.061 -0.189 -1.185  -0.23
C 4.432 1.023 -2.440  -0.16
C 2.401 0.924 -1.635  -0.21
C 1.053 1.075 -1.450  0.06
H -2.337 -1.053 3.232  0.07
H -3.575 -0.138 4.123  0.07
H -4.043 -1.441 3.002  0.08
H -2.994 1.201 2.250  0.12
H -3.772 -1.098 0.598  0.12
H -3.660 0.554 -0.004  0.12
H -1.276 -1.175 1.133  0.10
H -1.620 0.956 -1.037  0.10
H 0.579 -1.837 0.309  0.11
H 2.991 -2.042 -0.122  0.12
H 5.337 1.626 -2.242  0.15
H 4.435 0.663 -3.467  0.13
H 0.541 1.957 -1.836  0.13
N -3.565 0.353 2.076  -0.14
O 4.368 -0.053 -1.544  0.04
O 3.268 1.809 -2.261  0.03

Gap between HOMO and LUMO, eV: 8.844
E_LUMO, eV: 0.89



## Q
C11H13NO2 | the ωB97M-V functional and the def2-TZVPD basis

Each line ends with the Löwdin charge.
Cartesian coordinates (Å):
C 1.874 1.636 0.719  -0.34
C 1.287 0.887 2.060  -0.10
C 0.181 -0.142 1.819  -0.20
C -0.595 -2.235 0.702  -0.18
C -0.799 -1.408 -0.507  -0.20
C -2.173 -1.274 -0.768  -0.01
C -2.601 -0.552 -2.030  -0.15
C -1.726 -0.163 -2.871  -0.11
C -0.205 0.138 -2.461  -0.01
C 0.178 -0.442 -1.224  -0.06
C 2.948 2.444 1.131  -0.19
H 0.499 1.283 -0.753  0.06
H 2.533 0.950 0.109  0.15
H 2.051 0.712 3.058  0.19
H 0.763 1.767 2.449  0.10
H -0.595 0.419 1.219  0.13
H -0.452 -0.336 2.668  0.11
H -1.336 -1.955 1.634  0.18
H -0.245 -3.242 0.641  0.12
H -2.635 -2.094 -0.037  0.14
H -3.739 -0.563 -2.338  0.14
H -2.233 0.224 -3.834  0.12
H 0.575 0.633 -3.057  0.10
H 1.292 -0.176 -0.973  0.13
N 4.032 2.979 1.289  0.15
O 0.656 2.063 -0.055  -0.09
O 0.465 -1.557 1.408  -0.21

Gap between HOMO and LUMO, eV: 9.693
E_LUMO, eV: 0.26



Tell me which of them is the most stable. Sure, it is P.